# 1
DFT (the ωB97M-V functional and the def2-TZVPD basis) results for C37H36HoI2N2O5PS4 as an isolated structure at a distorted geometry.

Properties
- Kohn-Sham gap (alpha / beta): 6.45 / 6.46 eV
- M: 1166.7 g/mol
- HOMO energy (alpha / beta): -0.247 / -0.247 Eh
- LUMO energy (alpha / beta): -0.3 / -0.3 eV
- ΔE to the lowest compared entry with this formula, charge and spin: 38.4 kcal/mol

ORCA input file:
```
! RIJCOSX wB97M-V def2-TZVPD def2/J DEFGRID3
* xyz 0 5
Ho -0.5259 -0.6907 -0.5432
C 0.4246 1.8437 2.4551
C -0.1760 2.0161 1.0791
N 0.5385 1.5276 0.0195
N 0.4369 2.3466 -1.0827
C 0.6974 1.8097 -2.3005
S 0.9101 0.1675 -2.7765
S 0.9735 3.1277 -3.4349
C -0.6907 3.1958 -4.1584
C -1.2845 4.5687 -4.0799
C -1.5520 5.1286 -2.8148
C -1.9808 6.4115 -2.6642
C -2.4601 7.1512 -3.7753
C -2.1110 6.6564 -5.0236
C -1.5028 5.3870 -5.1801
C -1.4941 2.5642 0.8160
C -1.9381 3.6720 1.5713
C -3.1709 4.2784 1.2925
C -3.9659 3.7366 0.3146
C -3.7005 2.4643 -0.2246
C -2.4067 1.9286 -0.1240
O -2.0272 0.8893 -0.8445
H 0.7844 2.7736 2.9320
H 1.2291 1.0769 2.3826
H -0.3342 1.5058 3.1848
H -1.2893 2.4260 -3.6195
H -0.5526 2.8342 -5.1639
H -1.4089 4.4911 -1.9251
H -2.1185 6.8313 -1.6745
H -2.8781 8.1264 -3.6085
H -2.3070 7.2504 -5.9316
H -1.2287 5.1393 -6.1864
H -1.1978 4.0792 2.2565
H -3.4459 5.1881 1.8138
H -4.8648 4.2945 -0.0256
H -4.4710 1.9274 -0.8147
I -4.9523 -1.6154 -4.6044
C -3.5496 -2.1855 -6.1186
I -1.7990 -3.3140 -5.4757
H -3.1305 -1.2560 -6.4598
H -4.0377 -2.8335 -6.8855
O 0.4809 -2.3377 -1.5334
S 1.4520 -3.4190 -1.9357
O 2.2000 -3.1561 -3.1627
O 0.8152 -1.3986 1.0367
C 2.9621 -3.3951 -0.4488
C 3.8823 -4.2162 -1.0350
C 4.9722 -4.7377 -0.3179
C 5.2052 -4.3507 0.9791
C 4.2951 -3.4849 1.6285
C 3.1231 -3.0694 0.9109
P 2.0916 -1.8993 1.6978
C 1.4354 -2.6255 3.2230
C 1.1680 -4.0020 3.2902
C 0.3969 -4.4298 4.3897
C -0.1373 -3.5709 5.3288
C 0.1112 -2.1902 5.2223
C 0.8623 -1.6847 4.1305
C 3.2717 -0.6799 2.2176
C 3.6944 -0.5377 3.5454
C 4.6372 0.4122 3.8366
C 5.1500 1.2358 2.8270
C 4.6787 1.1203 1.5248
C 3.7928 0.1157 1.2196
H 3.6859 -4.5522 -2.0498
H 5.7216 -5.3730 -0.7990
H 6.0984 -4.6871 1.4906
H 4.4304 -3.1704 2.6658
H 1.3971 -4.7035 2.4953
H 0.1710 -5.4618 4.4363
H -0.7686 -3.9441 6.1713
H -0.2971 -1.5060 5.9290
H 0.9462 -0.6062 3.9645
H 3.3115 -1.1494 4.3491
H 5.0018 0.5381 4.8303
H 5.8851 2.0109 3.0120
H 5.0108 1.8529 0.8044
H 3.4128 0.0076 0.1844
C -3.2324 -3.5424 1.4505
S -2.6080 -3.4313 -0.2146
C -4.1820 -3.6068 -1.1054
O -2.3375 -1.8952 -0.2196
H -3.8894 -2.6714 1.5627
H -2.3796 -3.5017 2.1416
H -3.9067 -4.4002 1.5490
H -4.0448 -3.4092 -2.1686
H -4.8105 -2.7977 -0.7088
H -4.5986 -4.6188 -0.9429
*
```


# 2
DFT (the ωB97M-V functional and the def2-TZVPD basis) results for C37H36MnN4O5S as an isolated structure.

Properties
- Kohn-Sham gap (alpha / beta): 7.09 / 6.64 eV
- M: 703.7 g/mol
- HOMO energy (alpha / beta): -0.265 / -0.249 Eh
- LUMO energy (alpha / beta): -0.1 / -0.1 eV

ORCA input file:
```
! RIJCOSX wB97M-V def2-TZVPD def2/J DEFGRID3
* xyz 0 2
Mn 0.5451 1.5689 0.2106
O 1.7424 0.9000 -1.1865
C 1.6917 0.9531 -2.4819
C 2.7163 0.3356 -3.2401
C 2.6910 0.3306 -4.6135
C 1.6549 0.9522 -5.3234
C 0.6623 1.5807 -4.6109
C 0.6538 1.5916 -3.2085
C -0.3837 2.3382 -2.5466
N -0.6048 2.3613 -1.2858
C -1.4241 3.4351 -0.7473
C -0.4563 4.3491 0.0034
N 0.4608 3.5028 0.7784
C 1.1647 4.0553 1.6964
C 2.1014 3.3972 2.5668
C 2.7525 4.1996 3.5275
C 3.6488 3.6837 4.4245
C 3.9196 2.3046 4.3769
C 3.3090 1.4923 3.4602
C 2.3759 1.9948 2.5073
O 1.8302 1.1763 1.6803
H 3.5202 -0.1429 -2.6939
H 3.4903 -0.1628 -5.1551
H 1.6442 0.9476 -6.4049
H -0.1486 2.0783 -5.1327
H -0.9923 2.9798 -3.1918
H -2.1594 3.0242 -0.0552
H -1.9523 3.9881 -1.5300
H -0.9922 5.0482 0.6510
H 0.1199 4.9268 -0.7253
H 1.0446 5.1306 1.8662
H 2.5247 5.2610 3.5415
H 4.1384 4.3181 5.1501
H 4.6260 1.8750 5.0781
H 3.5245 0.4309 3.4248
C 1.6538 -2.3148 2.6563
C 1.5354 -1.6782 1.2922
C 2.7727 -1.5899 0.4532
O 0.4689 -1.2202 0.9350
H 2.5129 -2.9782 2.7418
H 0.7335 -2.8448 2.8992
H 1.7709 -1.5013 3.3781
H 3.3019 -2.5445 0.4435
H 3.4232 -0.8399 0.9129
H 2.5272 -1.2485 -0.5477
N -4.4266 0.3463 5.1428
C -4.3104 -0.1827 3.8934
O -5.0706 -1.0284 3.4724
C -3.1617 0.3171 3.0572
C -2.0719 1.0091 3.5671
C -1.0596 1.4019 2.7091
N -1.0887 1.1479 1.3993
C -2.1398 0.4851 0.9107
C -3.1881 0.0493 1.6981
H -5.2500 0.0901 5.6613
H -3.9666 1.2032 5.3898
H -1.9638 1.2187 4.6230
H -0.1816 1.9156 3.0780
H -2.1253 0.3013 -0.1552
H -4.0134 -0.5025 1.2701
O -1.5289 -0.5707 -3.3287
S -0.9560 -1.2215 -2.1171
C 0.1898 -2.4710 -2.7160
C 0.5645 -2.3846 -4.0448
C 1.5165 -3.2698 -4.5353
C 2.0874 -4.2161 -3.6984
C 1.7102 -4.2831 -2.3615
C 0.7624 -3.4048 -1.8622
C -2.2406 -2.3181 -1.4955
C -2.1972 -2.7589 -0.1785
C -3.2335 -3.5467 0.3037
C -4.3033 -3.8690 -0.5211
C -4.3437 -3.4017 -1.8287
C -3.3114 -2.6162 -2.3220
H 0.1152 -1.6236 -4.6702
H 1.8159 -3.2106 -5.5740
H 2.8310 -4.9022 -4.0835
H 2.1564 -5.0213 -1.7070
H 0.4688 -3.4510 -0.8208
H -1.3825 -2.4558 0.4688
H -3.2180 -3.8877 1.3311
H -5.1162 -4.4719 -0.1372
H -5.1861 -3.6429 -2.4643
H -3.3226 -2.2182 -3.3291
*
```


# 3
DFT (the ωB97M-V functional and the def2-TZVPD basis) results for C37H36N2O2SSiTeV as an isolated structure at a distorted geometry.

Properties
- Kohn-Sham gap (alpha / beta): 6.65 / 7.52 eV
- M: 779.4 g/mol
- HOMO energy (alpha / beta): -0.239 / -0.298 Eh
- LUMO energy (alpha / beta): 0.1 / -0.6 eV

ORCA input file:
```
! RIJCOSX wB97M-V def2-TZVPD def2/J DEFGRID3
* xyz 0 4
V -0.5406 0.3900 0.0680
C 4.3539 4.6878 1.8712
C 3.5504 3.5143 1.3736
C 4.1455 2.4482 0.7240
C 3.4166 1.3568 0.2403
C 4.1761 0.2702 -0.4420
O 5.1645 0.5337 -1.1008
C 3.7250 -1.1465 -0.2947
C 2.9645 -1.5847 0.7869
C 2.5904 -2.9151 0.8838
C 2.9739 -3.8201 -0.0955
C 3.7594 -3.3989 -1.1610
C 4.1398 -2.0717 -1.2520
C 2.0230 1.3700 0.3743
O 1.2024 0.4903 -0.1816
C 1.4145 2.4323 1.0814
C 2.1651 3.4843 1.5616
C -0.0683 2.2612 1.2058
N -0.8601 2.3501 0.1261
C -0.3987 2.9991 -1.0920
C -1.2608 2.5817 -2.2744
Te -1.2293 0.4271 -2.6009
C 0.5713 0.5142 -3.7292
C 1.7432 -0.0145 -3.2008
C 2.9260 0.0813 -3.9209
C 2.9352 0.6911 -5.1665
C 1.7602 1.2056 -5.6979
C 0.5761 1.1171 -4.9822
C -0.6385 1.9855 2.5251
C 0.1916 1.6249 3.6026
C -0.3394 1.3744 4.8540
C -1.7070 1.4810 5.0728
C -2.5383 1.8562 4.0238
C -2.0165 2.1127 2.7711
H 5.4138 4.5507 1.6644
H 4.2243 4.8274 2.9460
H 4.0249 5.6068 1.3818
H 5.2183 2.4291 0.5750
H 2.6751 -0.8926 1.5668
H 1.9924 -3.2454 1.7235
H 2.6658 -4.8557 -0.0258
H 4.0791 -4.1062 -1.9153
H 4.7677 -1.7264 -2.0631
H 1.6798 4.2926 2.0996
H 0.6545 2.7906 -1.3178
H -0.4851 4.0856 -0.9595
H -0.9056 3.0481 -3.1916
H -2.3034 2.8546 -2.1157
H 1.7349 -0.4824 -2.2247
H 3.8436 -0.3062 -3.4965
H 3.8594 0.7659 -5.7249
H 1.7653 1.6768 -6.6725
H -0.3430 1.5143 -5.3972
H 1.2581 1.5397 3.4426
H 0.3186 1.0926 5.6662
H -2.1206 1.2884 6.0541
H -3.6043 1.9554 4.1876
H -2.6640 2.4440 1.9738
C -3.0479 -4.5194 1.9269
Si -3.8190 -3.8140 0.3625
C -2.9668 -4.4145 -1.2095
C -5.6400 -4.3054 0.2664
C -3.7514 -1.9211 0.3422
C -4.8945 -1.1569 0.1512
C -4.8251 0.2290 0.0025
C -3.5885 0.8266 0.0458
N -2.4659 0.1265 0.2557
C -2.5355 -1.2163 0.4038
S -0.9563 -1.8975 0.5910
H -3.1186 -5.6091 1.9484
H -3.5500 -4.1315 2.8157
H -1.9954 -4.2440 1.9853
H -2.9826 -5.5042 -1.2826
H -1.9266 -4.0864 -1.2321
H -3.4712 -4.0115 -2.0906
H -5.7394 -5.3927 0.2718
H -6.0996 -3.9409 -0.6551
H -6.2138 -3.9182 1.1117
H -5.8598 -1.6482 0.1088
H -5.7159 0.8198 -0.1567
H -3.4576 1.8926 -0.0946
*
```